DFT (ωB97M-V/def2-TZVPD) results for 12 unconnected molecules or ions with the total composition C70H186N21O8P5 at a distorted geometry.

```
290
Properties=species:S:1:pos:R:3:forces:R:3:mulliken_charge:R:1
C -2.6502 -3.2128 -1.3552 0.28 0.04 -1.38 -1.0904
N -2.7370 -3.8763 -2.6998 -1.19 1.07 1.21 1.0357
C -2.4938 -5.2591 -2.4580 0.63 -1.20 -1.57 -0.1276
P -3.5750 -3.1013 -3.9547 1.07 -1.75 -1.26 -0.1002
O -3.7892 -1.6966 -3.6127 -0.57 0.73 0.48 -0.8354
N -2.5372 -3.1445 -5.3035 -1.03 0.92 0.28 0.8094
C -2.1407 -4.2960 -6.0396 -0.13 -1.00 0.27 -1.2628
C -1.9918 -1.9161 -5.8719 -0.10 -0.23 0.05 -1.0017
N -4.9076 -4.0630 -4.4971 0.90 -0.10 0.18 0.2447
C -5.5197 -3.5822 -5.7562 -0.49 0.16 0.60 -0.9655
C -5.9074 -4.6741 -3.5793 1.06 0.51 0.63 -0.7777
H -3.1023 -2.2398 -1.3598 -0.35 0.36 -0.05 0.5231
H -1.6039 -3.0798 -1.1007 0.29 -0.01 0.10 -0.0888
H -3.0966 -3.8750 -0.6316 -0.36 -0.02 0.42 0.4305
H -2.5842 -5.8555 -3.3833 -0.08 0.15 0.40 0.3580
H -3.0793 -5.7021 -1.6664 -0.89 -0.08 0.14 0.4367
H -1.4820 -5.4140 -2.0833 0.31 0.21 -0.18 -0.6366
H -1.0943 -4.5669 -5.8115 -0.27 -0.22 -0.10 0.1248
H -2.8389 -5.1098 -5.8059 0.44 -0.14 0.04 0.4086
H -2.2153 -4.1466 -7.1199 0.01 0.22 -0.06 0.3768
H -2.2183 -1.8714 -6.9477 0.22 -0.22 0.04 0.3118
H -2.5034 -1.0575 -5.4580 0.29 0.20 0.43 0.3704
H -0.8928 -1.8971 -5.7323 -0.45 0.32 -0.06 0.0574
H -6.2129 -4.3490 -6.1414 0.33 0.24 0.16 0.3743
H -6.0934 -2.6773 -5.5154 -0.09 -0.05 -0.41 0.3066
H -4.7994 -3.3370 -6.5392 0.13 -0.13 0.32 0.2453
H -5.4366 -5.3593 -2.8728 0.32 -0.47 -0.47 0.1902
H -6.6960 -5.2010 -4.1371 0.36 0.38 0.21 0.3360
H -6.2918 -3.9511 -2.8561 -0.69 0.38 -0.50 0.3172
C 5.4555 -3.9849 0.6128 1.30 -0.17 0.16 -1.3089
N 4.5119 -4.9112 0.0752 -1.32 0.08 -0.24 0.4141
C 3.6120 -5.5124 1.0387 0.31 -0.71 1.03 -0.3970
P 4.0353 -4.7238 -1.4991 -1.09 -2.19 -1.41 0.1056
O 4.8768 -3.7585 -2.2052 0.60 0.77 -0.20 -0.7535
N 4.1551 -6.2385 -2.2926 -1.58 1.01 0.47 0.4442
C 5.1484 -6.5105 -3.3170 0.41 -0.38 1.30 -1.0736
C 3.4333 -7.4202 -1.8089 0.74 0.48 1.00 -0.6671
N 2.3751 -4.4370 -1.4600 -0.50 -0.02 0.50 1.4979
C 1.8758 -3.2838 -0.7087 0.84 -0.24 1.54 -1.2132
C 1.3626 -4.8509 -2.4565 1.70 0.68 0.17 -0.5446
H 6.3803 -4.0144 0.0419 -0.03 0.29 -0.33 0.3270
H 5.7661 -4.3687 1.5783 -0.16 0.27 0.45 0.5729
H 5.0959 -2.9594 0.6670 -0.08 0.19 0.23 0.2837
H 3.4320 -4.8788 1.9227 0.07 0.16 -0.39 0.5092
H 4.0538 -6.4431 1.4461 -0.20 0.23 -0.19 0.2629
H 2.6453 -5.7534 0.6151 -0.06 0.02 -0.14 -0.3182
H 5.9586 -7.0487 -2.8107 0.33 -0.06 -0.35 0.3303
H 4.7712 -7.1721 -4.0861 -0.35 0.01 -0.29 0.2944
H 5.5479 -5.6030 -3.7318 0.00 0.37 -0.18 0.2339
H 2.7308 -7.1668 -1.0018 0.12 0.17 -0.35 -0.2482
H 2.8553 -7.9027 -2.5905 0.10 -0.20 -0.27 0.4064
H 4.1560 -8.1154 -1.3292 -0.37 -0.03 -0.48 0.3362
H 2.5245 -3.1091 0.1696 -0.19 -0.14 -0.20 -0.0775
H 1.8716 -2.3198 -1.2164 -0.10 -0.12 -0.62 0.4033
H 0.8768 -3.4664 -0.2921 0.12 -0.02 -0.26 0.0806
H 1.9272 -5.3606 -3.2215 -0.34 -0.44 -0.49 0.5834
H 1.0241 -3.8954 -2.8399 -0.67 -0.10 -0.56 0.2854
H 0.5301 -5.4458 -2.0656 0.35 0.08 0.18 -1.1823
C 2.3619 1.8189 -0.4701 -0.36 1.55 -1.68 0.5193
N 1.7336 0.7229 0.1371 -0.04 -1.97 0.55 1.1853
C 2.6876 -0.0436 0.9040 -0.16 -1.02 0.10 0.9501
P 0.1277 0.2201 -0.0635 0.15 0.60 -0.28 0.1910
O -0.2203 -1.0777 0.5796 0.83 0.24 -0.50 -0.7930
N -0.8316 1.3896 0.6785 -0.11 0.13 -0.87 1.3414
C -1.1848 1.1031 2.0560 -1.22 0.10 0.13 0.2526
C -0.5685 2.8186 0.4097 -0.20 -0.44 -0.46 -0.4501
N -0.0883 0.4140 -1.7167 -0.89 0.52 -0.51 1.3844
C -1.4185 0.7094 -2.2855 -0.32 -1.19 0.76 -0.5465
C 0.7614 -0.1152 -2.8012 0.42 0.09 1.58 0.1962
H 2.7051 2.5824 0.2343 -0.01 -0.07 0.10 -1.0486
H 1.6488 2.3143 -1.1479 0.53 0.00 0.20 0.1854
H 3.2293 1.5040 -1.0728 -0.12 0.09 0.10 -0.7653
H 3.5775 -0.4313 0.3540 -0.48 0.54 -0.23 -0.3364
H 2.1691 -0.9264 1.2431 -0.04 -0.33 0.50 -0.7209
H 3.0627 0.5217 1.7489 0.13 0.18 0.33 -0.5930
H -2.1231 1.6702 2.2803 0.77 -0.14 0.12 -0.2083
H -1.4215 0.0442 2.2687 0.43 0.53 -0.44 -0.3202
H -0.3596 1.4298 2.6700 0.10 0.06 0.83 -0.0802
H 0.3855 3.2060 0.7973 0.04 -0.34 0.00 -0.8655
H -0.5732 2.9074 -0.6870 0.05 0.36 0.47 -0.2815
H -1.3408 3.4833 0.8366 -0.02 -0.56 -0.20 0.7965
H -1.4750 1.7013 -2.6744 0.05 0.64 -0.59 -0.3025
H -1.7270 -0.0509 -3.0246 0.36 0.37 0.04 -0.0392
H -2.1799 0.6312 -1.5293 -0.30 0.08 0.55 0.3441
H 0.3197 -1.0555 -3.1470 0.08 0.18 -0.36 0.1563
H 1.7192 -0.3503 -2.3382 0.29 -0.02 -0.33 -0.8993
H 0.9150 0.6229 -3.6118 -0.26 -0.40 0.39 0.0508
C -1.5181 -2.4507 3.5784 -1.88 -0.34 -0.97 -0.8951
N -0.7048 -1.6715 4.3859 2.95 1.68 1.47 1.4892
C 0.7175 -1.8437 4.0332 0.18 1.33 0.79 -1.2627
P -1.0781 -1.0931 5.9358 -1.51 -1.22 -1.85 -0.0927
O 0.1003 -0.7013 6.7086 0.32 0.17 0.38 -0.9189
N -2.1748 0.1302 5.7080 -0.52 -0.22 -0.04 0.8462
C -1.9093 1.4674 6.2004 0.21 0.81 -0.23 -0.9303
C -3.4991 -0.0326 5.0319 0.86 0.06 0.95 -1.0306
N -2.0603 -2.3582 6.4904 -1.18 0.26 1.19 0.1577
C -1.4529 -3.6802 6.7360 0.23 0.91 0.42 -1.0238
C -2.9228 -2.0190 7.6913 1.39 -0.37 -0.57 -1.0992
H -1.2202 -2.3768 2.5382 0.31 -0.01 -0.28 -0.0398
H -2.5455 -2.0761 3.5907 -0.07 -0.43 0.17 0.2210
H -1.4740 -3.4822 3.8912 -0.36 -0.81 -0.14 0.1398
H 0.9722 -1.4560 3.0405 -0.49 -0.20 -0.04 0.2234
H 0.9942 -2.8719 4.1178 0.24 -1.04 -0.20 0.3635
H 1.3686 -1.3045 4.7370 -0.40 -0.10 -0.07 0.3449
H -0.8500 1.7085 6.3616 -0.26 -0.50 0.01 0.1508
H -2.2304 2.2146 5.4465 -0.06 -0.33 0.35 0.2689
H -2.4339 1.6472 7.1429 -0.11 0.19 0.01 0.3267
H -3.3880 -0.0684 3.9427 -0.09 0.04 0.16 -0.2035
H -4.0215 -0.9348 5.4012 0.25 0.39 -0.35 0.2894
H -4.0703 0.8587 5.3265 -0.09 -0.36 -0.29 0.6463
H -0.9138 -4.0245 5.8541 0.02 -0.13 0.20 0.2145
H -0.8078 -3.6011 7.6172 0.55 -0.13 -0.24 0.3840
H -2.2127 -4.3805 7.0748 -0.26 -0.15 -0.62 0.3800
H -3.3027 -2.9459 8.1029 -0.05 -0.17 0.05 0.4439
H -3.7662 -1.3969 7.4828 -0.40 0.51 -0.51 0.2658
H -2.3148 -1.5306 8.4506 0.01 0.04 0.26 0.3564
C -3.4734 6.7626 -2.0726 -0.39 0.36 0.17 -0.8799
N -3.9417 5.7894 -3.0067 -0.67 -0.35 -1.95 0.4563
C -3.2119 5.7874 -4.3336 -1.24 -0.72 0.86 -0.9032
P -5.3179 4.8055 -2.8613 2.37 -1.42 1.87 0.1800
O -5.7390 4.2962 -4.1630 -0.73 -0.01 -0.69 -0.9253
N -4.7615 3.4632 -1.8905 -0.41 -0.06 -0.73 0.6740
C -4.0696 3.6563 -0.6523 0.47 0.88 -0.18 0.8051
C -5.3346 2.1270 -1.9891 -0.20 -0.04 0.35 -0.6113
N -6.4050 5.5763 -1.8476 -0.41 -0.65 0.50 0.4437
C -7.1681 6.7087 -2.3568 1.21 0.78 0.32 -1.1134
C -7.2650 4.7158 -0.9781 0.92 -0.84 -1.05 -0.6057
H -3.4503 7.7676 -2.5254 0.14 -0.17 0.07 0.3667
H -2.4574 6.4711 -1.7768 -0.17 0.41 0.47 0.0253
H -4.2028 6.8072 -1.2509 0.62 -0.03 0.13 0.2884
H -3.3234 6.7000 -4.9023 -0.22 0.64 0.21 0.3513
H -3.6867 5.0178 -4.9383 0.26 -0.14 0.00 0.3279
H -2.1464 5.6009 -4.2358 0.10 -0.18 0.36 0.0878
H -3.3919 2.8323 -0.4259 -0.06 -0.29 -0.11 -0.5396
H -3.4301 4.5151 -0.8430 0.14 0.30 0.73 -0.1338
H -4.7426 3.8033 0.2116 0.22 0.09 -0.07 -0.4187
H -5.8440 1.8312 -1.0525 0.16 0.24 -0.09 -0.0005
H -6.1068 2.2125 -2.7161 -0.52 -0.56 -0.93 0.4684
H -4.6281 1.2859 -2.2157 -0.26 0.95 -0.10 0.0477
H -7.8660 7.0196 -1.5897 -0.38 -0.07 -0.07 0.4087
H -6.4603 7.5276 -2.4294 0.07 0.43 -0.29 0.3279
H -7.6298 6.6017 -3.3302 -0.34 -0.44 -0.13 0.3389
H -6.6803 3.8955 -0.5222 -0.31 0.61 -0.20 -0.1721
H -8.0232 4.2521 -1.6294 -0.20 0.12 0.50 0.2859
H -7.7033 5.3097 -0.1850 -0.12 0.16 0.01 0.4603
C 6.1344 -1.0149 -2.4854 0.02 -0.34 0.11 -1.8400
C 5.5835 0.3796 -2.3240 -0.59 0.36 -0.08 3.0032
C 6.1825 1.2672 -1.2324 -0.47 -0.16 -0.34 0.4024
O 6.1407 2.5780 -1.8040 -0.19 -0.08 -0.49 -0.3680
C 6.0720 2.4421 -3.1651 0.23 0.16 1.16 0.5034
O 6.1992 3.3403 -3.9181 0.04 0.92 -0.74 -0.5983
O 5.8719 1.1826 -3.5061 -0.09 -1.07 0.00 -0.4225
H 5.7435 -1.4874 -3.3863 0.04 0.21 -0.16 0.2419
H 5.7635 -1.7085 -1.7093 0.37 0.51 -0.07 0.1448
H 7.2397 -1.0253 -2.5457 -0.53 0.08 0.18 0.4519
H 4.4699 0.3911 -2.2218 0.72 -0.27 -0.16 -1.4737
H 7.2298 1.0202 -1.0905 0.12 -0.19 0.49 0.3230
H 5.5673 1.2748 -0.3286 0.47 -0.18 0.08 -0.2567
C 1.3770 -8.2410 3.0791 -0.55 0.23 0.44 -1.6141
C 0.8259 -8.3871 1.6999 0.46 -1.04 -1.44 0.2147
N -0.3979 -7.7351 1.3890 -0.68 1.86 1.37 0.1574
C -1.2809 -8.4507 0.5239 0.08 0.20 -1.15 -0.9561
C -0.8065 -8.5074 -0.9733 0.28 0.24 0.01 -0.6052
C -0.2394 -6.2600 1.1851 1.93 -0.52 0.53 0.6611
C -1.4702 -5.4198 1.0301 -0.77 -1.28 -0.05 0.0917
H 1.3796 -7.2020 3.3394 -0.03 0.68 0.43 0.2754
H 2.3968 -8.5606 3.1355 0.64 -0.41 -0.04 0.4308
H 0.7862 -8.7882 3.8150 -0.01 0.07 -0.02 0.3739
H 1.5744 -8.0986 0.9476 0.45 0.09 0.05 -0.3299
H 0.6434 -9.4429 1.4874 0.16 -0.16 0.12 0.6364
H -1.4956 -9.4345 0.9540 0.36 -0.04 -0.25 0.4843
H -2.2048 -7.9260 0.6225 -1.00 0.23 -0.44 0.4846
H -1.4266 -9.0452 -1.7007 -0.27 -0.03 0.53 0.4329
H -0.6621 -7.5022 -1.4166 -0.22 -0.24 0.47 -0.0665
H 0.1810 -8.9694 -1.0480 0.03 -0.11 0.19 0.3014
H 0.4532 -6.1141 0.3355 -0.14 0.14 -0.17 -0.4968
H 0.3194 -5.8510 2.0496 -0.08 -0.48 -0.23 0.0643
H -2.0836 -5.6221 1.9309 0.10 0.67 -0.38 0.3119
H -1.9771 -5.9510 0.2110 -0.44 1.01 -0.06 -0.3418
H -1.2765 -4.3374 0.8261 -0.17 -1.10 0.25 -0.4342
C -5.9942 5.0382 3.2600 0.72 0.32 0.27 -1.1562
C -6.9772 3.9053 3.1504 -1.53 0.03 -0.31 -0.6630
N -6.7470 2.9126 2.0894 0.43 0.37 0.91 1.2310
C -5.7579 1.9881 2.5700 0.84 -0.03 1.09 -1.1521
C -5.3572 0.9001 1.6438 1.00 0.19 -0.80 -0.5959
C -7.9340 2.2770 1.5509 -0.87 0.56 -1.20 -0.5246
C -8.9509 1.5573 2.4552 0.53 0.71 -0.16 -1.5641
H -5.1012 4.6134 3.7117 0.50 0.38 -0.10 0.2457
H -6.3853 5.7923 3.9799 0.24 -0.43 -0.54 0.4031
H -5.7358 5.5345 2.2995 -0.28 -0.41 0.54 0.1290
H -7.0558 3.4080 4.1405 0.02 0.11 -0.27 0.2703
H -7.9426 4.3909 2.9880 -0.27 -0.34 -0.21 0.5288
H -4.8050 2.4918 2.7804 -0.24 0.53 -0.03 0.4326
H -6.0009 1.5754 3.5723 -0.43 -0.10 -0.20 0.4412
H -6.1697 0.3780 1.1786 -0.31 -0.79 0.18 0.5325
H -4.7850 1.3271 0.8151 -0.03 0.00 -0.01 -0.1383
H -4.6443 0.2853 2.1887 -0.26 -0.57 -0.17 0.0295
H -7.6054 1.6253 0.7114 -0.35 0.40 0.53 0.2223
H -8.5030 3.1036 1.0938 0.16 -0.23 -0.16 0.3358
H -9.2792 2.2750 3.2139 -0.08 -0.32 0.09 0.2846
H -8.4868 0.7053 2.9128 0.02 -0.56 0.48 0.3172
H -9.8258 1.2377 1.8756 0.29 0.07 0.08 0.4497
C 1.1029 4.7525 3.5751 -0.61 -0.30 0.07 -0.4756
C 0.3287 3.8558 4.5765 -1.52 -0.29 -1.47 -0.3829
N 0.8044 3.5897 5.8891 0.18 0.83 1.19 1.1209
C 2.0361 2.8462 5.8863 0.15 0.03 -0.13 -1.2546
C 1.8951 1.4640 5.2297 -0.42 0.94 -0.84 -0.0208
C 0.8550 4.7494 6.8316 -0.27 -1.20 -0.42 -0.5603
C 0.5778 4.2900 8.2592 0.58 -0.26 -0.43 -1.2884
H 2.0037 4.2515 3.1936 -0.13 0.24 0.18 -0.1773
H 1.3553 5.7151 4.0126 0.18 0.14 -0.04 0.3944
H 0.4280 4.9348 2.7086 0.48 -0.08 0.49 0.1725
H -0.7455 4.1766 4.6318 0.84 0.17 0.09 0.6384
H 0.2352 2.8782 4.0678 0.03 0.26 0.27 -0.6458
H 2.8045 3.4348 5.3395 0.20 -0.23 0.41 0.2236
H 2.3177 2.7555 6.9547 0.20 -0.21 -0.72 0.5813
H 2.0106 1.4578 4.1194 0.06 0.35 0.62 -0.2095
H 2.7066 0.9006 5.6261 0.33 -1.08 0.29 0.9127
H 0.9006 1.0402 5.4170 0.63 -0.15 0.35 -0.5613
H 0.0410 5.3735 6.5272 -0.31 0.81 -0.26 0.4538
H 1.8116 5.2815 6.7824 -0.04 0.16 -0.17 0.3000
H -0.3767 3.7764 8.2832 0.06 -0.43 0.10 0.2041
H 0.5161 5.0939 8.9674 0.01 0.73 0.19 0.4419
H 1.4198 3.6770 8.5939 -0.43 -0.32 0.13 0.3489
C 6.3629 2.0017 4.6891 -0.60 -0.58 1.01 -1.6241
C 5.6364 1.3149 3.5158 0.46 0.18 0.39 -0.0269
N 6.2567 1.5708 2.2305 -1.47 -1.07 0.35 0.9774
C 6.2330 2.9405 1.7943 1.26 0.42 0.69 -1.3343
C 4.9190 3.6746 1.9613 -0.90 -0.15 -0.75 -0.4489
C 7.5224 0.8926 2.1164 0.81 1.90 -0.98 -0.8512
C 7.5063 -0.5810 1.9745 0.25 -0.95 0.99 -1.4063
H 7.3680 1.6102 4.9157 -0.19 0.37 -0.56 0.3341
H 5.8203 1.7636 5.6150 -0.13 0.07 -0.15 0.4589
H 6.3402 3.0884 4.6260 0.31 0.03 -0.19 0.3238
H 5.7082 0.2340 3.6466 -0.40 0.02 0.24 0.5447
H 4.5699 1.6038 3.5159 0.44 -0.15 -0.07 -0.3984
H 7.0368 3.5201 2.3266 -0.40 -0.10 -0.38 0.4290
H 6.5270 2.8822 0.7561 0.02 0.52 -0.38 0.7627
H 4.8736 4.5018 1.2231 0.12 -0.15 0.77 0.4274
H 4.0538 3.0480 1.7022 0.32 -0.20 -0.14 -0.4418
H 4.6759 3.9937 2.9779 0.45 0.32 -0.08 0.3573
H 8.2063 1.1376 2.9373 0.02 0.12 0.26 0.4279
H 8.0027 1.3641 1.2541 0.12 -0.18 -0.19 0.5392
H 8.5355 -0.9408 1.9019 -0.03 0.03 -0.54 0.4481
H 6.8670 -0.9897 1.1992 -0.02 0.05 -0.18 0.1170
H 7.2250 -0.9861 2.9445 -0.48 -0.40 -0.01 0.4366
C 1.0308 -1.0520 -7.6583 1.80 -1.28 0.17 -1.6768
C 1.6335 0.0031 -6.7729 -1.15 1.31 1.33 0.5511
N 3.0419 -0.1143 -6.5172 0.95 0.10 0.88 0.2153
C 3.6071 0.9516 -5.6519 -0.32 -0.04 -0.36 0.5447
C 3.4858 2.3334 -6.2506 0.06 0.53 0.38 -1.6405
C 3.4687 -1.4129 -6.0114 0.65 -0.62 -1.57 -1.9694
C 3.0268 -1.8956 -4.6709 -0.06 -0.19 1.49 1.6742
H 1.1069 -2.0574 -7.1946 -0.13 0.45 -0.18 0.2375
H 1.7179 -1.0760 -8.5229 -0.70 -0.16 -0.12 0.4152
H 0.0020 -0.9143 -7.9190 -0.44 0.46 -0.26 0.4303
H 1.4560 0.9713 -7.2325 0.16 0.17 -0.35 0.5504
H 1.0832 0.1388 -5.8102 -0.10 -0.51 -0.19 -0.3411
H 3.2168 0.9913 -4.6102 -0.21 -0.39 -0.33 -0.4314
H 4.6760 0.7541 -5.5578 -0.12 -0.19 0.02 0.3550
H 3.9755 3.0520 -5.5997 0.23 0.01 0.33 0.4271
H 4.0717 2.3593 -7.1608 -0.40 0.14 -0.56 0.3517
H 2.4653 2.7335 -6.3385 0.21 -0.42 -0.41 0.3368
H 4.5624 -1.4517 -6.1306 -0.13 0.19 0.47 0.3882
H 3.1634 -2.1676 -6.7322 -0.21 -0.06 -0.26 0.5907
H 3.4740 -2.8547 -4.3842 -0.13 -0.14 -0.52 0.3053
H 1.9362 -1.9864 -4.5631 0.22 0.09 -0.13 -0.3131
H 3.4063 -1.2834 -3.8552 -0.22 0.49 0.08 -0.8772
C 2.1522 6.0239 0.5798 1.01 -0.31 0.81 -0.8818
C 1.0541 6.1101 -0.3760 -1.56 0.67 -0.31 -0.9330
N 1.2769 5.2238 -1.4998 -1.51 -0.21 0.43 1.7204
C 2.3957 5.6430 -2.3061 0.87 0.90 -1.33 -1.7802
C 3.6132 4.7336 -2.1886 -1.19 -1.83 1.03 0.8231
C 0.0375 5.0136 -2.2993 0.72 0.35 0.84 -0.8027
C 0.1660 3.7671 -3.1218 -0.24 -0.20 -1.58 -0.8170
H 2.2343 4.9777 0.9135 0.29 0.45 0.11 -0.2789
H 2.0009 6.7084 1.4007 -0.12 -0.01 0.52 0.5494
H 3.0539 6.3524 0.0982 0.77 -0.11 -0.09 0.4498
H 0.1395 5.8691 0.1756 -0.21 -0.48 -0.38 0.2647
H 0.8840 7.1800 -0.6410 0.20 -0.28 -0.42 0.3914
H 2.0678 5.6878 -3.3609 0.19 -0.09 0.25 0.4523
H 2.7086 6.6963 -2.1005 -0.33 -0.50 0.16 0.4341
H 3.2922 3.6904 -2.4583 0.33 0.81 -0.14 -0.6229
H 4.5105 4.9712 -2.7199 0.30 0.46 -0.53 0.8895
H 3.8591 4.6086 -1.1272 0.16 0.24 -0.09 -0.7466
H -0.1325 5.9449 -2.8553 -0.21 -0.24 -0.53 0.8034
H -0.8369 4.8911 -1.6570 0.21 0.15 0.40 -0.6023
H 0.3442 2.8514 -2.5334 -0.31 0.51 -0.20 -0.1334
H 0.9987 3.8670 -3.8087 0.51 -0.07 -0.05 0.4010
H -0.6823 3.6477 -3.8359 0.21 -0.12 0.81 0.4635
```
Positions in Å, forces in eV/Å.

Calculated values
Largest force on an atom, hartree/bohr: 0.0720
Net charge: 0
Energy above the lowest of the compared OMol25 structures with the same formula, charge and spin, kJ/mol: 0.00
2S+1: 1